Here is a structure of composition C44H37NNiOP3 from the OMol25 dataset. Energies are from the ωB97M-V functional and the def2-TZVPD basis.

Each line ends with the Mulliken charge.
Positions of all 87 atoms, in Å:
Ni  1.03  -0.07  -0.39  -0.6886
P  -0.94  1.14  -0.41  1.4703
P  3.17  -1.09  -0.28  0.1685
P  -2.47  0.16  1.83  0.5236
O  -0.48  -1.78  1.79  -0.0682
N  -1.88  1.55  1.00  -0.0297
C  -4.35  -0.11  -2.36  -0.8465
C  0.99  -0.35  4.85  -0.8571
C  1.06  -0.02  -3.66  -0.7007
C  4.91  -1.47  -0.69  0.3159
C  2.40  -2.75  -0.33  1.2761
C  -3.47  0.66  -1.62  -0.1048
C  0.59  -1.58  0.77  -0.9356
C  2.62  -0.28  -1.83  0.3487
C  7.11  -2.01  0.11  -0.6873
C  -2.06  3.63  -1.24  0.0123
C  -4.25  0.49  4.00  -0.6207
C  -3.94  0.82  2.68  0.6849
C  -6.34  1.62  3.79  -0.5797
C  -1.90  -1.14  -1.67  -0.1305
C  2.29  -5.12  -0.69  -0.9412
C  -6.07  1.90  2.45  -0.7283
C  7.52  -2.26  -1.19  -0.5012
C  -0.99  2.75  -1.27  0.5399
C  0.52  -4.06  0.54  -0.8398
C  -5.44  0.91  4.55  -0.7538
C  5.33  -1.72  -1.99  -0.1751
C  6.63  -2.11  -2.24  -0.7664
C  -4.00  -1.38  -2.78  -0.7271
C  1.15  -2.80  0.36  1.4149
C  3.30  0.87  -2.27  -0.5245
C  0.05  0.63  5.13  -0.8015
C  -4.87  1.49  1.90  -0.3037
C  -2.78  -1.91  -2.41  -1.2123
C  1.09  -5.19  0.01  -0.9043
C  2.96  -3.90  -0.83  -0.3248
C  5.81  -1.61  0.36  -0.3949
C  0.84  -1.17  3.74  -0.3624
C  -2.22  0.15  -1.28  0.3636
C  2.87  1.54  -3.41  -1.0036
C  1.47  -0.71  -2.52  0.2492
C  -1.99  4.83  -1.92  -0.7961
C  -1.44  2.69  1.80  -1.0823
C  -1.05  0.82  4.31  0.2098
C  0.16  3.10  -1.96  -0.7967
C  -1.22  0.02  3.19  0.0118
C  0.24  4.31  -2.64  -0.5816
C  1.75  1.09  -4.10  -0.5620
C  -0.84  5.17  -2.62  -0.7576
C  -0.27  -0.97  2.93  -0.2103
H  7.81  -2.12  0.93  0.4107
H  0.59  -6.14  0.13  0.4389
H  -4.68  -1.96  -3.38  0.4175
H  3.41  2.41  -3.75  0.4804
H  8.54  -2.58  -1.39  0.4070
H  1.55  -1.94  3.50  0.6020
H  1.15  4.57  -3.16  0.4887
H  -0.41  -4.11  1.08  0.5011
H  0.19  -0.37  -4.20  0.4979
H  -1.37  -1.38  1.43  0.4131
H  -2.50  -2.91  -2.71  0.5134
H  -1.76  1.59  4.55  0.5767
H  1.42  1.62  -4.98  0.4088
H  -0.58  2.45  2.43  0.2281
H  -0.93  -1.54  -1.37  0.3914
H  -3.76  1.65  -1.31  0.2907
H  -5.31  0.30  -2.64  0.4732
H  -6.79  2.42  1.85  0.4426
H  1.00  2.42  -1.96  0.0064
H  0.19  1.26  5.99  0.4453
H  -2.27  3.02  2.43  0.2900
H  3.92  -3.88  -1.32  0.4583
H  5.48  -1.42  1.37  0.4054
H  -7.27  1.95  4.22  0.3988
H  -1.16  3.51  1.14  0.5879
H  4.63  -1.61  -2.82  0.5110
H  -2.82  5.52  -1.87  0.4691
H  -4.64  1.68  0.86  0.3584
H  1.04  -1.68  -2.30  0.5604
H  1.86  -0.47  5.48  0.4448
H  6.94  -2.30  -3.25  0.4120
H  -3.56  -0.10  4.59  0.4605
H  -2.95  3.41  -0.65  0.1910
H  -0.80  6.12  -3.14  0.4000
H  4.17  1.19  -1.73  0.4675
H  -5.67  0.67  5.58  0.4211
H  2.72  -6.01  -1.12  0.4415

Calculated values
**<S²>**: 2.042
**DFT total energy**: -4360.954994 hartree
**Kohn-Sham gap (spin up / spin down)**: 7.312 / 7.461 eV
**Net charge**: +1
**Spin multiplicity**: 3



Here is a structure of composition C44H38I2N5O7Y from the OMol25 dataset. Energies are from the ωB97M-V functional and the def2-TZVPD basis.

Each line ends with the Mulliken charge.
Positions of all 97 atoms, in Å:
I  3.83  -4.17  0.69  -0.0643
I  8.51  -2.10  -2.60  0.0148
Y  0.89  -0.49  -0.13  0.3724
O  0.60  -3.09  -0.41  0.1968
O  0.17  -1.36  1.76  -0.3459
O  -1.47  -1.16  -0.07  -0.1231
O  -1.84  -0.59  -2.61  -0.6874
O  0.71  2.89  -1.26  -0.7598
O  2.74  -1.56  -0.32  0.8816
O  -1.26  -1.00  3.42  -0.6973
N  -0.39  0.94  -1.71  2.8461
N  0.94  -1.51  -2.62  1.1445
N  0.05  1.34  1.07  0.2708
N  2.56  0.42  1.79  0.7449
N  2.91  1.11  -0.88  0.1637
C  0.45  -3.29  -4.13  -1.1540
C  -4.19  -2.71  0.83  -0.1327
C  0.68  -2.79  -2.85  0.8839
C  6.02  -2.89  -1.02  -0.2801
C  0.71  -1.09  -4.97  -1.5123
C  3.32  1.48  1.55  0.7143
C  -1.30  4.45  1.16  -0.3803
C  2.32  0.11  3.06  -0.5371
C  -0.98  -1.19  2.26  -0.5320
C  -2.81  -4.97  1.64  -1.0794
C  -2.16  -1.25  1.18  2.2405
C  -2.19  -3.73  1.66  -0.2606
C  -4.07  2.01  0.76  -0.4255
C  -1.40  0.55  -2.54  -0.4220
C  0.56  -3.72  -1.66  -1.1271
C  4.75  -2.71  -0.53  -0.2443
C  -2.03  5.55  1.54  -0.8799
C  5.81  -0.75  -2.11  -0.6402
C  -1.33  3.30  1.96  -0.5944
C  -2.09  3.25  3.12  -0.2006
C  3.80  2.32  2.56  -1.2848
C  -2.79  5.51  2.70  -0.3538
C  -3.10  -0.10  1.41  -0.6158
C  -1.91  1.72  -3.37  -1.0253
C  -4.82  -3.95  0.81  -0.9763
C  4.53  -0.59  -1.62  0.9734
C  2.80  0.85  4.13  -1.1622
C  -3.85  -0.06  2.59  0.0480
C  -4.12  -5.08  1.21  -0.4962
C  -1.19  2.91  -2.78  -0.9300
C  -2.87  -2.59  1.25  -0.1067
C  -3.22  0.95  0.50  -0.5032
C  3.76  1.74  0.13  -0.9282
C  -2.83  4.36  3.48  -0.8240
C  0.45  -2.43  -5.21  -0.5710
C  -4.68  1.01  2.85  -1.2124
C  -4.79  2.06  1.94  -0.5013
C  3.94  -1.59  -0.80  -0.6244
C  0.97  -0.69  -3.68  -0.4904
C  3.73  0.64  -1.99  -1.6515
C  -0.59  2.19  1.51  0.8494
C  3.53  1.99  3.87  -0.3260
C  6.55  -1.89  -1.82  -0.5904
C  -0.18  2.27  -1.84  -0.5253
H  0.27  -4.35  -4.26  0.5524
H  -2.07  -1.34  -0.81  0.3614
H  1.19  0.35  -3.47  0.5333
H  -4.16  2.82  0.04  0.4324
H  -3.00  1.77  -3.31  0.3918
H  4.43  1.42  -2.34  0.4575
H  -2.11  2.35  3.71  0.6029
H  -5.43  2.90  2.15  0.4557
H  3.08  0.39  -2.84  0.4270
H  -3.36  6.38  3.00  0.4266
H  4.36  3.20  2.30  0.4878
H  1.71  -0.77  3.22  0.7386
H  -1.85  3.56  -2.21  0.2453
H  -0.42  -4.22  -1.73  0.4194
H  -0.69  4.45  0.27  0.6214
H  -5.25  1.04  3.77  0.4091
H  2.58  0.54  5.14  0.4786
H  4.77  1.31  0.04  0.4410
H  -3.44  4.34  4.38  0.4522
H  -1.16  -3.65  1.98  0.4865
H  0.71  -0.37  -5.78  0.5139
H  -2.27  -5.84  1.97  0.4428
H  0.24  -2.79  -6.20  0.4247
H  2.25  1.82  -1.21  0.0457
H  -3.75  -0.86  3.30  0.4870
H  -2.65  0.94  -0.41  0.5047
H  3.84  2.82  -0.03  0.3895
H  -2.02  6.45  0.94  0.4467
H  1.54  -3.00  -0.14  -0.1648
H  3.90  2.62  4.68  0.4434
H  -1.64  1.54  -4.42  0.3684
H  6.23  0.01  -2.75  0.4487
H  -5.84  -4.03  0.48  0.4149
H  -4.74  -1.84  0.51  0.4544
H  -0.67  3.53  -3.52  0.4316
H  1.33  -4.50  -1.74  0.5305
H  6.59  -3.77  -0.78  0.4264
H  -4.61  -6.04  1.19  0.4050

Calculated values
**DFT total energy**: -3133.997476 hartree
**Kohn-Sham gap**: 7.529 eV
**Energy above the lowest of the compared OMol25 structures with the same formula, charge and spin**: 27.7 kcal per mole
**Spin multiplicity**: 1



Which of these has the lowest spin multiplicity? C44H38I2N5O7Y



DFT total energy of number 1 (C44H37NNiOP3)? -4360.954994 hartree